# 1
53
Properties=species:S:1:pos:R:3:forces:R:3:mulliken_charge:R:1 method="wB97M-V/def2-TZVPD" total_energy_ha=-2017.69154 lumo_ha=0.011 smiles="COC(=O)CSc1nnc2n(C3CCCCC3)c(=O)c3c4c(sc3n12)CCCC4" homo_energy_ev=-8.474 relative_energy_kj_mol=11.5
C -3.71027 4.37838 0.60966 -0.178 -0.131 0.344 -0.592
O -2.53096 4.64310 -0.14190 -0.020 0.257 -0.380 -0.293
C -1.38386 4.42323 0.47953 0.384 0.314 0.199 0.661
O -1.25268 4.17226 1.64734 -0.048 0.050 0.026 -0.589
C -0.20701 4.58411 -0.46370 0.188 -0.347 0.111 -0.554
S -0.04840 3.15475 -1.59865 -0.151 0.211 -0.218 -0.255
C -0.74914 1.87384 -0.65081 0.022 0.269 -0.192 0.210
N -1.90503 1.87228 -0.05342 0.313 0.553 -0.748 -0.261
N -2.08758 0.68694 0.54466 -0.190 -1.072 0.637 -0.564
C -1.03601 -0.05094 0.29427 0.131 0.839 -0.417 0.560
N -0.79372 -1.32636 0.68698 0.112 -0.305 0.044 0.043
C -1.83715 -1.96971 1.49690 -0.020 -0.438 0.178 -0.976
C -1.31229 -2.34525 2.88176 -0.150 0.171 0.074 -0.625
C -2.45142 -2.92737 3.71295 0.184 -0.180 -0.035 -0.790
C -3.04841 -4.14691 3.01766 -0.252 0.201 0.051 -0.594
C -3.54978 -3.77412 1.62599 0.191 -0.174 -0.022 -0.800
C -2.41356 -3.19480 0.78884 -0.201 0.133 -0.010 -0.617
C 0.37846 -1.99826 0.35114 -0.059 0.189 -0.051 0.610
O 0.57722 -3.14286 0.70440 0.099 -0.152 0.039 -0.708
C 1.31942 -1.21707 -0.44762 -0.054 0.759 -0.286 -0.879
C 2.59452 -1.64534 -0.92773 0.166 0.190 -0.116 0.119
C 3.22744 -0.68064 -1.64508 -0.428 0.066 0.112 0.596
S 2.29601 0.79222 -1.77784 -0.015 -0.455 0.240 -0.433
C 1.04433 0.07533 -0.84037 0.791 -0.557 -0.131 0.854
N -0.13195 0.65584 -0.47167 -1.050 -0.149 0.692 0.298
C 4.56642 -0.81768 -2.28121 0.219 0.016 -0.069 -0.601
C 5.29597 -2.01809 -1.67464 -0.068 -0.048 -0.240 -0.763
C 4.37081 -3.23194 -1.63590 0.086 0.107 0.254 -0.927
C 3.20590 -2.98545 -0.67970 0.058 -0.240 -0.137 -0.394
H -3.67321 4.89947 1.56799 -0.044 -0.025 -0.093 0.284
H -3.78203 3.30279 0.78144 -0.023 0.107 -0.012 0.259
H -4.54083 4.73319 0.00562 0.046 -0.012 0.013 0.226
H 0.71678 4.66336 0.10899 -0.216 0.094 0.042 0.335
H -0.34306 5.44949 -1.10963 -0.001 -0.025 0.010 0.404
H -2.61961 -1.21173 1.60169 0.097 -0.162 0.015 0.674
H -0.51667 -3.08353 2.77808 0.015 0.056 0.021 0.267
H -0.90268 -1.45797 3.36962 0.056 0.015 -0.006 0.337
H -2.07723 -3.20587 4.69965 -0.044 0.070 0.047 0.383
H -3.22591 -2.16899 3.84820 -0.068 0.037 0.081 0.354
H -2.28423 -4.92176 2.92976 0.029 -0.095 0.023 0.333
H -3.87011 -4.54922 3.61323 0.029 -0.083 0.019 0.343
H -3.95769 -4.65514 1.12729 -0.082 0.040 -0.024 0.388
H -4.34978 -3.03526 1.71251 -0.112 0.003 -0.002 0.350
H -1.62901 -3.94173 0.66497 -0.022 0.026 -0.052 0.267
H -2.77949 -2.90746 -0.19959 0.034 -0.001 -0.045 0.331
H 5.14675 0.09726 -2.14282 0.038 -0.012 -0.049 0.414
H 4.44301 -0.96413 -3.35956 0.077 0.029 -0.002 0.308
H 6.18731 -2.23776 -2.26381 0.045 0.038 0.047 0.345
H 5.61255 -1.77504 -0.65863 0.068 0.018 0.046 0.319
H 4.92418 -4.11568 -1.31625 -0.020 -0.042 -0.061 0.360
H 3.98529 -3.42065 -2.63991 -0.005 -0.064 -0.067 0.344
H 2.44162 -3.75672 -0.78180 0.078 0.015 0.078 0.361
H 3.55309 -3.02220 0.35703 -0.034 -0.102 0.019 0.280



# 2
64
Properties=species:S:1:pos:R:3:forces:R:3:mulliken_charge:R:1 method="wB97M-V/def2-TZVPD" total_energy_ha=-7991.87686 lumo_ha=-0.001 smiles=ClCCCl.ClCCCl.ClCCCl.ClCCCl.ClCCCl.ClCCCl.ClCCCl.ClCCCl homo_energy_ev=-10.512 relative_energy_kj_mol=215.8
Cl -3.75385 -4.47409 2.36901 0.787 -0.368 0.079 -0.185
C -2.75486 -5.92076 1.90520 -0.353 -0.030 -0.028 -0.425
C -3.65752 -7.14421 1.90785 0.343 0.051 0.444 -0.448
Cl -5.01919 -6.91106 0.77794 0.261 -0.537 0.176 -0.165
H -1.92962 -6.09218 2.59635 -0.220 0.332 0.307 0.294
H -2.30134 -5.69516 0.94004 -0.342 -0.114 -0.050 0.307
H -4.01455 -7.34746 2.91746 -0.524 0.544 -0.048 0.305
H -3.09745 -8.06292 1.73349 0.053 0.128 -0.883 0.318
Cl -0.03461 1.83915 -1.84097 -0.177 -0.493 -0.166 -0.178
C -1.06896 0.98506 -0.66142 -0.126 0.696 1.365 -0.360
C -0.62633 1.43985 0.74955 0.277 0.030 -0.481 -0.482
Cl -0.99466 3.18559 0.98774 0.005 -0.369 0.084 -0.184
H -1.01066 -0.10107 -0.73217 0.290 0.136 -0.304 0.298
H -2.09864 1.30588 -0.81934 0.106 -0.096 -0.175 0.281
H 0.45500 1.33036 0.83222 -0.058 0.098 -0.008 0.307
H -1.06534 0.89070 1.58250 -0.322 -0.014 -0.312 0.317
Cl -5.10094 6.55718 -3.23906 0.055 -0.281 0.206 -0.175
C -6.28595 5.33851 -2.68627 -0.737 0.652 0.871 -0.381
C -6.63614 4.38395 -3.76909 0.199 -0.257 -1.283 -0.449
Cl -7.39978 5.24326 -5.14459 -0.111 0.173 -0.194 -0.183
H -7.16776 5.89923 -2.37630 0.001 0.046 -0.110 0.288
H -5.93198 4.84710 -1.78000 0.374 -0.114 -0.253 0.305
H -7.37685 3.61270 -3.55786 0.378 0.054 0.653 0.301
H -5.72163 3.96044 -4.18432 -0.154 -0.273 0.109 0.293
Cl 4.37342 3.81725 -9.07146 -0.143 -0.309 0.289 -0.182
C 2.62580 3.72406 -9.47608 0.189 0.172 0.751 -0.453
C 2.29325 4.90495 -10.35436 -0.363 -0.650 0.210 -0.381
Cl 3.22887 4.71919 -11.82437 0.197 0.358 -1.000 -0.166
H 2.07824 3.76985 -8.53471 0.044 0.101 0.005 0.281
H 2.42384 2.75114 -9.92411 0.127 0.242 -0.233 0.323
H 2.54674 5.84977 -9.87357 -0.069 -0.124 -0.082 0.305
H 1.23889 4.85983 -10.62707 0.016 0.210 0.062 0.273
Cl 5.41313 -2.29143 -7.05919 -0.469 0.088 0.064 -0.181
C 4.53215 -2.74131 -5.56647 -1.034 0.236 0.220 -0.434
C 2.99996 -2.38903 -5.51482 1.855 1.157 0.577 -0.371
Cl 2.07953 -3.36062 -6.55391 -1.202 -1.601 -1.467 -0.176
H 5.05032 -2.22737 -4.75686 -0.100 -0.186 0.011 0.290
H 4.62740 -3.82459 -5.49207 0.066 0.152 0.220 0.308
H 2.76545 -1.37248 -5.83062 0.542 0.157 0.293 0.290
H 2.61283 -2.52820 -4.50543 0.341 0.004 0.088 0.274
Cl 8.94747 -5.32212 2.09912 -1.179 0.803 -0.222 -0.207
C 7.19033 -4.81273 1.78491 0.219 -0.303 -0.195 -0.444
C 6.98028 -3.37918 1.31214 0.819 0.293 0.133 -0.400
Cl 5.26876 -3.14088 0.77542 0.648 -0.187 0.292 -0.194
H 6.64825 -4.95297 2.72010 0.136 -0.246 -0.160 0.313
H 6.85124 -5.50011 1.00992 -0.051 -0.003 0.266 0.307
H 7.64097 -3.09260 0.49394 -0.228 -0.311 -0.172 0.318
H 7.20998 -2.67334 2.11035 -0.369 -0.042 0.055 0.306
Cl 3.68695 0.84159 6.48354 0.156 -0.134 0.184 -0.166
C 3.31064 0.49076 8.17833 -1.693 -0.898 0.674 -0.491
C 2.65277 -0.94610 8.42699 0.533 2.519 0.158 -0.390
Cl 3.76982 -2.17488 7.93707 0.432 -0.918 -0.110 -0.160
H 2.57095 1.22454 8.49852 -0.158 0.016 -0.199 0.290
H 4.14725 0.66725 8.85437 0.345 -0.417 -0.488 0.338
H 1.68674 -1.08842 7.94260 0.261 0.202 -0.253 0.309
H 2.47962 -0.95750 9.50309 0.120 -0.372 0.028 0.270
Cl -7.40787 1.58753 8.02142 -0.553 -0.264 0.329 -0.172
C -6.58168 3.06861 7.53686 0.762 -0.469 -0.613 -0.468
C -5.25953 2.63731 6.81257 -0.915 1.488 1.998 -0.415
Cl -4.14364 1.94513 8.07657 -0.384 -0.129 -0.754 -0.185
H -6.41256 3.69439 8.41315 0.257 -0.247 -0.032 0.325
H -7.25833 3.61817 6.88248 0.200 -0.120 -0.245 0.297
H -4.77232 3.58452 6.58123 0.096 -0.370 -0.818 0.270
H -5.50234 1.94978 6.00237 0.543 0.110 0.134 0.349



One value per record, in order, for orbital gap: 8.77 10.49 eV.